Entry 1:
94
Properties=species:S:1:pos:R:3 method="wB97M-V/def2-TZVPD" homo_energy_ev=-3.10 gap_ev=5.070 mol_weight_g_mol=665.14 total_energy_ev=-118654.9848 total_charge=-1 largest_force_ha_per_bohr=0.01062
C -4.055 2.630 2.878
Si -4.558 0.873 2.565
C -5.750 0.812 1.122
C -5.446 0.235 4.084
O -3.294 -0.117 2.273
C -2.386 0.243 1.185
C -1.164 1.023 1.612
P -0.634 2.315 0.233
C -0.347 3.818 1.445
C -1.226 5.049 1.303
N -1.378 5.491 -0.085
H -4.913 3.253 3.128
H -3.573 3.017 1.978
H -3.313 2.691 3.675
H -6.776 0.773 1.493
H -5.549 -0.054 0.498
H -5.649 1.713 0.519
H -5.830 -0.777 3.956
H -6.295 0.901 4.250
H -4.817 0.271 4.973
H -2.944 0.787 0.411
H -2.091 -0.709 0.744
H -0.328 0.324 1.702
H -1.368 1.478 2.582
H 0.759 1.936 0.408
H -0.835 1.185 -0.739
H -2.092 2.677 0.085
H -0.269 3.191 -0.886
H -0.421 3.495 2.488
H 0.693 4.117 1.271
H -0.777 5.892 1.840
H -2.190 4.856 1.795
H -1.751 4.741 -0.651
H -2.010 6.278 -0.130
C 3.909 -0.806 0.970
S 3.965 0.990 1.010
O 3.340 1.464 -0.242
C 5.732 1.132 0.722
H 2.864 -1.090 1.078
H 4.301 -1.150 0.012
H 4.493 -1.205 1.802
H 5.978 0.622 -0.209
H 6.303 0.727 1.559
H 5.938 2.192 0.627
C -4.607 -1.993 -3.562
S -6.078 -1.019 -3.273
O -5.591 0.138 -2.487
C -6.777 -2.180 -2.089
H -3.954 -1.434 -4.228
H -4.116 -2.139 -2.602
H -4.858 -2.954 -4.008
H -6.048 -2.358 -1.298
H -7.031 -3.110 -2.599
H -7.673 -1.724 -1.673
C -1.537 -5.163 3.977
S -2.833 -4.710 2.817
O -2.259 -4.912 1.457
C -2.810 -2.957 3.174
H -1.368 -6.234 3.882
H -0.629 -4.616 3.723
H -1.861 -4.927 4.990
H -1.812 -2.556 3.001
H -3.116 -2.802 4.209
H -3.509 -2.455 2.510
C 7.866 4.790 -2.675
S 7.356 4.481 -0.981
O 7.790 3.094 -0.658
C 5.596 4.383 -1.313
H 8.953 4.828 -2.686
H 7.511 3.976 -3.307
H 7.458 5.744 -3.007
H 5.409 3.591 -2.038
H 5.243 5.346 -1.681
H 5.091 4.141 -0.380
C -2.436 -6.383 -1.312
S -2.845 -4.684 -1.718
O -3.223 -4.682 -3.161
C -1.175 -4.048 -1.613
H -3.358 -6.959 -1.364
H -1.717 -6.759 -2.040
H -2.032 -6.421 -0.301
H -0.544 -4.584 -2.321
H -0.815 -4.164 -0.590
H -1.214 -2.990 -1.866
C 7.695 -2.173 -3.863
S 7.370 -1.386 -2.279
O 5.907 -1.472 -2.062
C 7.719 0.292 -2.815
H 7.484 -3.233 -3.746
H 7.034 -1.743 -4.616
H 8.741 -2.030 -4.132
H 7.064 0.539 -3.651
H 8.769 0.367 -3.101
H 7.523 0.957 -1.973

=====

Entry 2:
96
Properties=species:S:1:pos:R:3 method="wB97M-V/def2-TZVPD" homo_energy_ev=-8.98 gap_ev=8.787 mol_weight_g_mol=548.72 total_energy_ev=-52131.7920 smiles="NC(N)=O.NC(N)=O.NC(N)=O.CC(C)O.CC(C)O.CC(C)O.CC(C)O.CO.CO.CO.CO" largest_force_ha_per_bohr=0.25333
N 1.171 0.207 0.207
C 1.384 -0.172 -1.099
N 0.590 -1.095 -1.554
O 2.428 0.199 -1.832
H 1.942 0.744 0.649
H 0.265 0.026 0.620
H 0.824 -1.390 -2.475
H 0.032 -1.820 -0.979
N -1.781 -4.335 0.403
C -1.773 -3.819 -0.755
N -1.568 -2.514 -0.753
O -1.709 -4.664 -1.817
H -1.847 -5.379 0.417
H -2.059 -3.760 1.242
H -1.769 -2.007 -1.658
H -1.615 -1.964 0.005
N -2.607 -0.651 -4.739
C -1.551 -0.773 -4.028
N -1.775 -0.739 -2.727
O -0.288 -0.933 -4.540
H -2.462 -0.281 -5.642
H -3.553 -0.501 -4.398
H -0.888 -0.757 -2.113
H -2.636 -0.403 -2.286
C 1.534 -4.153 -0.244
C 2.992 -4.105 0.148
C 3.434 -2.816 0.860
O 3.307 -5.047 0.894
H 1.314 -3.548 -1.168
H 0.963 -3.725 0.505
H 1.183 -5.210 -0.488
H 3.551 -4.128 -0.736
H 2.985 -2.674 1.802
H 3.345 -1.854 0.388
H 4.496 -2.914 0.985
H 3.288 -5.819 0.322
C -0.617 5.287 -0.475
C 0.369 4.527 0.407
C 0.616 5.190 1.759
O 0.115 3.380 0.733
H -0.771 4.820 -1.495
H -0.163 6.292 -0.650
H -1.526 5.322 0.040
H 1.229 4.464 -0.198
H 1.517 4.794 2.302
H -0.275 5.180 2.423
H 0.867 6.218 1.680
H -0.289 2.887 0.001
C 3.460 0.707 5.803
C 2.102 0.613 5.177
C 2.105 0.506 3.645
O 1.455 -0.436 5.577
H 3.412 0.894 6.878
H 4.053 1.568 5.319
H 4.082 -0.226 5.746
H 1.463 1.485 5.450
H 2.740 1.321 3.163
H 1.083 0.547 3.252
H 2.634 -0.414 3.350
H 1.320 -0.365 6.529
C -2.363 1.695 -0.679
C -3.693 1.728 -1.335
C -3.549 2.489 -2.626
O -4.130 0.598 -1.636
H -2.069 2.607 -0.165
H -1.517 1.525 -1.451
H -2.324 0.818 0.039
H -4.334 2.158 -0.641
H -4.484 2.693 -3.196
H -2.925 1.868 -3.366
H -2.886 3.401 -2.426
H -4.951 0.751 -2.116
C 0.698 -4.188 -3.915
O 1.424 -3.003 -3.897
H 1.100 -4.745 -3.092
H 0.981 -4.531 -4.865
H -0.344 -3.983 -3.726
H 0.940 -2.384 -4.412
C -0.989 2.108 3.658
O -2.040 1.820 2.853
H -0.923 3.054 4.137
H -0.014 2.121 3.026
H -0.845 1.395 4.493
H -1.774 1.386 2.100
C -0.091 2.890 -3.614
O 0.438 2.687 -2.344
H 0.777 3.188 -4.237
H -0.957 3.559 -3.752
H -0.418 2.008 -4.109
H 1.174 2.084 -2.524
C 0.008 -1.741 2.329
O -1.066 -0.848 1.870
H -0.120 -2.837 2.210
H 0.105 -1.456 3.356
H 1.049 -1.584 2.029
H -1.999 -1.106 2.158

=====

Entry 3:
122
Properties=species:S:1:pos:R:3 method="wB97M-V/def2-TZVPD" homo_energy_ev=-7.43 gap_ev=8.070 mol_weight_g_mol=904.32 total_energy_ev=-97297.1329 total_charge=-1 largest_force_ha_per_bohr=0.29404
C -4.471 0.433 -1.144
C -3.038 0.864 -1.704
C -1.951 0.076 -0.966
C -0.521 0.556 -1.124
N 0.514 -0.457 -0.826
C 0.438 -1.719 -1.633
C 0.024 -2.986 -0.771
C 0.651 -2.612 0.612
C 0.444 -0.982 0.620
C 1.857 0.150 -0.952
C 1.969 1.514 -0.228
C 3.515 1.938 -0.207
H -4.507 0.545 -0.175
H -4.789 -0.631 -1.430
H -5.141 1.040 -1.566
H -3.078 1.856 -1.437
H -2.933 1.014 -2.845
H -2.020 -1.106 -1.121
H -2.080 -0.028 0.102
H -0.562 1.444 -0.500
H -0.204 0.929 -2.032
H 1.354 -1.976 -2.032
H -0.304 -1.672 -2.457
H 0.205 -3.870 -1.298
H -1.020 -3.048 -0.702
H 1.710 -2.900 0.627
H 0.121 -3.245 1.356
H 1.327 -0.699 1.171
H -0.550 -1.014 1.032
H 1.955 0.123 -2.011
H 2.571 -0.713 -0.589
H 1.819 1.400 0.764
H 1.623 2.433 -0.686
H 3.782 2.847 0.433
H 3.984 1.774 -1.157
H 4.195 1.165 0.287
O -3.985 2.560 1.739
C -3.012 2.012 2.255
O -3.135 1.201 3.221
B -1.772 0.723 3.499
O -0.987 1.605 2.692
C -1.645 2.325 2.018
O -1.221 3.226 1.261
O -1.609 -0.676 3.149
C -1.423 -1.401 4.246
O -1.436 -2.655 4.184
C -1.144 -0.497 5.248
O -1.469 0.632 4.957
O -0.961 -0.801 6.408
O 1.504 -1.886 4.476
C 2.053 -0.707 4.437
O 1.451 0.196 3.872
B 2.025 1.456 4.445
O 3.175 1.057 5.181
C 3.108 -0.125 5.228
O 3.948 -0.897 5.818
O 1.045 2.231 5.302
C 0.806 3.294 4.655
O 0.131 4.202 5.207
C 1.547 3.464 3.431
O 2.239 2.433 3.361
O 1.854 4.570 2.947
O 3.950 -2.210 2.698
H 3.110 -2.542 2.877
H 4.174 -2.372 1.714
O -7.162 -0.570 -2.891
H -6.340 -0.927 -3.085
H -7.298 0.292 -3.280
O 3.949 -2.027 -2.675
H 3.904 -2.526 -3.461
H 4.281 -1.227 -2.846
O -7.664 -2.003 -0.558
H -7.548 -1.452 -1.414
H -6.789 -1.975 -0.298
O 4.319 5.381 1.943
H 3.392 5.117 2.214
H 4.972 4.674 1.989
O -1.619 1.165 -5.414
H -2.578 0.971 -5.439
H -1.758 2.017 -5.303
O 2.640 -4.630 2.317
H 2.446 -5.135 1.497
H 1.951 -5.082 2.695
O 0.905 0.634 -5.214
H -0.079 0.780 -5.340
H 1.199 1.219 -4.521
O 0.535 -5.887 0.498
H 0.886 -6.601 1.056
H -0.317 -5.954 0.670
O 1.232 2.855 -3.200
H 0.389 3.380 -3.212
H 1.825 3.239 -3.677
O 5.471 0.303 -3.273
H 5.385 0.810 -4.176
H 6.122 0.571 -2.593
O 4.229 -2.707 0.000
H 3.852 -2.352 -0.895
H 5.182 -2.234 -0.167
O -4.714 -0.943 -4.240
H -3.959 -1.429 -4.023
H -4.327 -0.069 -4.461
O 7.537 0.000 0.411
H 7.384 -0.682 -0.216
H 6.811 0.167 0.996
O -1.498 3.587 -3.148
H -1.717 3.945 -3.947
H -1.633 4.084 -2.404
O 5.741 -0.099 2.340
H 5.486 0.420 3.129
H 5.026 -0.920 2.445
O -5.189 -2.952 0.707
H -4.322 -2.976 1.193
H -5.051 -3.181 -0.174
O -2.594 -3.046 1.428
H -2.152 -2.755 2.161
H -2.654 -4.105 1.356
O -4.648 1.828 -4.757
H -5.494 1.619 -5.192
H -4.697 2.440 -4.034
O -4.457 4.040 -2.829
H -3.443 4.011 -2.816
H -4.592 4.051 -1.812

=====

Entry 4:
122
Properties=species:S:1:pos:R:3 method="wB97M-V/def2-TZVPD" homo_energy_ev=-9.67 gap_ev=9.796 mol_weight_g_mol=850.84 total_energy_ev=-86506.1874 largest_force_ha_per_bohr=0.06590
C -2.765 -3.509 1.345
O -2.178 -3.207 0.279
N -2.084 -3.868 2.422
N -4.115 -3.327 1.454
H -2.687 -3.851 3.245
H -1.101 -4.148 2.387
H -4.463 -3.189 0.536
H -4.606 -3.798 2.189
C 1.612 -2.081 -3.177
O 0.931 -2.888 -2.533
N 2.922 -1.946 -3.046
N 1.045 -1.358 -4.161
H 3.367 -1.171 -3.489
H 3.316 -2.330 -2.220
H 0.040 -1.517 -4.254
H 1.492 -0.525 -4.539
C 2.073 2.192 3.617
O 2.971 1.791 2.832
N 0.753 1.928 3.478
N 2.366 2.978 4.834
H 0.306 1.767 2.594
H 0.169 2.222 4.260
H 1.730 2.805 5.608
H 3.323 3.122 5.127
C 4.114 0.314 -0.093
O 4.486 -0.216 -1.143
N 4.963 0.564 0.920
N 2.922 0.739 0.119
H 5.976 0.551 0.672
H 4.602 1.181 1.638
H 2.281 0.774 -0.665
H 2.748 1.313 0.917
C -2.165 3.553 1.264
O -2.711 4.639 1.356
N -2.319 2.463 2.275
N -1.324 3.146 0.196
H -2.644 2.794 3.153
H -1.726 1.632 2.235
H -0.677 2.381 0.297
H -1.359 3.751 -0.605
C -3.537 -2.577 -3.230
O -4.589 -2.358 -2.659
N -2.363 -2.760 -2.604
N -3.456 -2.412 -4.680
H -2.156 -2.981 -1.644
H -1.473 -2.613 -3.066
H -4.350 -2.517 -5.177
H -2.686 -2.839 -5.136
C 1.138 -4.526 0.950
O 0.627 -4.659 2.040
N 2.422 -4.842 0.770
N 0.514 -4.138 -0.119
H 2.701 -5.435 1.539
H 2.852 -5.050 -0.125
H 0.961 -3.707 -0.908
H -0.464 -3.926 0.069
C 3.084 2.241 -3.892
O 2.117 1.452 -3.902
N 3.056 3.353 -4.604
N 4.134 1.947 -3.128
H 3.740 4.113 -4.549
H 2.229 3.589 -5.111
H 4.661 2.743 -2.798
H 4.106 1.130 -2.547
C -1.599 0.853 -4.812
O -1.018 -0.015 -5.493
N -0.989 1.993 -4.316
N -2.890 0.732 -4.500
H -1.148 2.212 -3.342
H 0.020 1.884 -4.507
H -3.418 1.510 -4.119
H -3.319 -0.134 -4.746
C -5.202 1.364 -1.331
C -4.182 0.185 -1.181
O -3.796 0.033 0.166
O -6.126 1.310 -0.319
H -5.706 1.176 -2.316
H -4.637 2.324 -1.391
H -3.332 0.345 -1.837
H -4.620 -0.739 -1.475
H -3.474 0.867 0.533
H -5.715 0.810 0.390
C 3.094 -2.328 3.144
C 3.384 -1.157 4.046
O 2.402 -0.947 5.064
O 1.810 -2.071 2.583
H 3.099 -3.168 3.896
H 3.850 -2.414 2.397
H 3.540 -0.246 3.447
H 4.305 -1.320 4.566
H 1.577 -1.157 4.609
H 1.261 -2.866 2.584
C -3.152 -1.869 5.529
C -2.826 -0.917 4.420
O -4.034 -0.649 3.689
O -3.829 -2.994 5.031
H -3.819 -1.432 6.286
H -2.293 -2.279 6.033
H -2.084 -1.257 3.727
H -2.455 0.002 4.850
H -3.990 -1.050 2.820
H -4.545 -2.659 4.461
C 3.755 5.125 -0.869
C 2.710 4.190 -0.506
O 2.038 3.867 -1.679
O 3.199 6.345 -1.450
H 4.463 4.778 -1.658
H 4.467 5.301 -0.068
H 2.070 4.684 0.234
H 3.169 3.253 -0.205
H 1.367 3.179 -1.511
H 2.550 6.650 -0.800
C -0.283 0.356 -1.311
C -0.018 -0.626 -0.196
O 0.205 0.135 1.000
O 0.780 1.191 -1.573
H -1.194 0.970 -1.180
H -0.383 -0.249 -2.187
H 0.885 -1.214 -0.458
H -0.816 -1.349 -0.050
H 0.805 -0.457 1.524
H 1.231 1.051 -2.453